Formula: C35H44BFO20
Source: the OMol25 dataset
Level of theory: ωB97M-V with the def2-TZVPD basis set

The geometry in XYZ format:
```
101
Properties=species:S:1:pos:R:3:forces:R:3
C -2.6397 -6.0331 -4.7038 0.1 1.3 0.4
C -2.0176 -5.9785 -3.2394 1.3 -0.1 3.2
C -2.4435 -6.9374 -2.1074 2.8 2.6 0.7
C -1.7606 -6.7888 -0.7044 0.4 1.8 -2.9
C -0.6941 -5.6803 -0.3893 -1.5 -0.6 -2.3
C -0.0812 -5.6358 1.0830 0.5 0.2 0.2
C -0.9389 -6.4083 2.1938 -0.9 -0.3 -0.3
C 0.1873 -4.1474 1.6459 0.6 -0.6 0.6
C -0.2611 -4.7061 -1.5456 -3.1 -3.6 -0.4
O 0.7323 -3.7075 -1.3380 -2.2 -0.5 -0.4
C 0.3647 -2.4324 -1.9099 -0.2 1.5 -0.8
C 0.6330 -1.1895 -0.9158 1.0 0.7 0.4
C 1.8408 -0.4611 -0.8383 -2.9 0.0 0.2
B 3.1370 -0.8433 -1.7389 1.8 -1.0 -0.1
O 3.3807 -0.4325 -3.0879 0.5 -0.9 2.2
O 4.1432 -1.7050 -1.1365 -2.6 1.3 -0.6
C 1.9729 0.7961 0.1671 1.8 -0.5 -0.1
O 3.1539 1.1798 0.3918 -3.9 -0.7 -0.5
C 0.6645 1.4070 0.8146 -2.5 -1.9 -0.1
C 0.5479 2.7896 1.5985 0.3 0.4 -1.0
C 1.7493 3.8211 1.3530 -0.8 1.8 1.1
C 1.6016 4.9617 2.5053 0.3 -1.8 0.8
F 0.4103 5.7564 2.3517 1.6 -0.8 -0.1
C -0.5354 0.6238 0.7270 2.1 0.7 -0.1
C -0.6151 -0.7987 0.0298 -0.1 -1.2 -0.1
O -1.5430 -1.6227 0.1806 2.7 3.1 -0.4
C -0.9371 -4.9251 -2.9219 -0.4 -1.0 1.5
H -2.3537 -5.0458 -5.2319 -0.3 -1.6 0.8
H -3.7940 -6.0144 -4.6578 1.9 -0.4 0.0
H -2.2457 -6.8842 -5.3493 -0.6 0.9 1.0
H -3.2203 -7.7650 -2.2911 1.4 1.5 0.4
H -2.1061 -7.5616 0.0762 0.8 1.7 -1.2
H 0.9366 -6.1849 1.0259 -1.5 1.0 0.1
H -2.0743 -6.2580 2.0387 1.9 -0.1 0.2
H -0.7545 -7.5369 2.1676 -0.3 1.6 0.0
H -0.7144 -6.0435 3.2514 0.0 -0.4 -1.5
H 1.0962 -3.6563 1.1439 -1.6 -0.6 0.6
H -0.7448 -3.4934 1.6204 1.3 -0.9 -0.3
H 0.4616 -4.2805 2.7623 -0.4 0.3 -1.7
H -0.7465 -2.3481 -2.1987 1.6 -0.5 0.7
H 0.9429 -2.3293 -2.9020 -0.6 0.2 1.7
H 4.2732 -0.7878 -3.3306 -1.1 0.4 0.3
H 3.7451 -2.0572 -0.3104 0.6 0.3 -0.6
H 0.3957 2.6462 2.7227 0.4 -0.2 -1.6
H -0.4126 3.3130 1.2229 1.5 -1.0 0.6
H 1.6322 4.4039 0.3615 0.4 -1.3 1.3
H 2.7948 3.3921 1.4938 -1.5 0.4 -0.4
H 2.5495 5.5791 2.6415 -1.5 -0.3 -0.6
H 1.4646 4.3737 3.4933 0.1 1.1 -1.4
H -1.4958 1.0218 1.2019 1.5 -0.7 -0.7
H -0.6107 -4.2441 -3.7937 -0.6 -1.2 1.6
C 4.7737 4.7107 -1.6621 -0.1 0.0 -0.8
C 5.1478 3.5822 -0.7500 -0.1 -0.9 -0.2
O 5.7616 4.2456 0.3474 -0.2 0.7 0.0
C 5.2830 5.5193 0.3634 0.3 0.6 0.9
O 5.4647 6.2986 1.2542 -0.2 -0.6 -0.7
O 4.5687 5.7929 -0.7637 0.2 -0.1 0.5
H 3.8675 4.5028 -2.2333 0.0 0.2 0.1
H 5.5780 4.9738 -2.3555 0.0 0.0 0.1
H 4.2765 3.0309 -0.3869 0.1 0.0 0.0
H 5.8409 2.8811 -1.2174 0.0 0.1 0.2
C -5.9414 -8.1611 3.5725 -0.6 -0.3 0.5
C -5.5614 -6.7752 3.1471 -0.4 0.8 0.2
O -4.2730 -6.9578 2.5771 0.0 -0.6 -0.1
C -4.1886 -8.2578 2.1842 0.7 -0.4 -0.6
O -3.3010 -8.7062 1.5161 -0.8 0.2 0.6
O -5.2430 -8.9826 2.6469 0.4 0.3 -0.3
H -7.0166 -8.3359 3.5128 0.2 -0.1 -0.1
H -5.5986 -8.3977 4.5840 0.0 0.0 -0.1
H -6.2325 -6.3727 2.3828 0.1 0.0 0.0
H -5.5205 -6.0780 3.9851 0.2 0.0 -0.2
C -1.8654 6.7516 5.3620 0.7 -0.3 0.3
C -2.1331 7.5228 4.1061 0.7 0.4 -0.6
O -3.5273 7.3295 3.9010 -0.3 -0.3 0.6
C -4.0729 7.0369 5.1127 -1.0 0.0 0.1
O -5.2496 6.9799 5.3281 0.9 0.0 -0.1
O -3.1081 6.8181 6.0491 -0.4 0.1 -0.3
H -1.0664 7.1925 5.9598 -0.2 0.0 0.1
H -1.6249 5.7022 5.1664 0.0 0.0 0.0
H -1.9376 8.5921 4.2218 0.0 -0.1 0.0
H -1.5598 7.1477 3.2572 -0.2 0.1 0.0
C 3.3011 -3.3477 -5.5135 0.7 -0.3 0.3
C 3.0355 -2.5710 -6.7675 0.6 0.4 -0.5
O 1.6482 -2.7848 -6.9886 -0.3 -0.2 0.5
C 1.0944 -3.0951 -5.7859 -0.9 0.0 0.1
O -0.0839 -3.1723 -5.5833 0.9 0.2 -0.2
O 2.0504 -3.3058 -4.8411 -0.4 0.1 -0.4
H 4.0857 -2.8991 -4.9026 -0.2 -0.1 0.1
H 3.5599 -4.3913 -5.7137 0.0 0.1 0.0
H 3.2125 -1.4988 -6.6415 0.0 -0.1 0.0
H 3.6238 -2.9301 -7.6132 -0.2 0.0 0.0
C -0.5058 10.2694 -0.4487 0.2 0.4 -0.8
C -0.4671 8.8354 -0.0140 0.1 -0.7 -0.5
O -0.3956 8.9322 1.4013 -0.2 0.5 0.2
C -0.9161 10.1412 1.7475 -0.2 0.3 0.9
O -1.1595 10.4736 2.8715 0.2 -0.2 -0.8
O -1.1244 10.9210 0.6523 0.0 -0.4 0.5
H -1.0859 10.4134 -1.3613 0.0 0.1 0.2
H 0.4934 10.6906 -0.5927 0.0 0.0 0.0
H -1.3760 8.2906 -0.2859 0.0 0.1 0.0
H 0.3978 8.3021 -0.4114 0.0 0.0 0.2
```
Forces are in eV/Å.

LUMO: -0.0698 Eh
frontier orbital gap: 5.9 eV
largest force on an atom: 4.75 eV/Å
energy relative to the best compared isomer or geometry (same formula, charge and spin): 123.74 kcal per mole
structure (SMILES): Cc1ccc(C(C)C)c(OCC2=C(B(O)O)C(=O)C(CCCF)=CC2=O)c1.O=C1OCCO1.O=C1OCCO1.O=C1OCCO1.O=C1OCCO1.O=C1OCCO1
HOMO level: -7.8 eV
total energy: -81347.4009 eV


Formula: C4H12N2O
Source: the OMol25 dataset
Level of theory: ωB97M-V with the def2-TZVPD basis set

The geometry in XYZ format:
```
19
Properties=species:S:1:pos:R:3:forces:R:3
C 0.8673 -0.7750 -1.6503 -0.2 0.0 0.0
C 1.0857 0.5857 -1.0255 0.4 0.2 -0.3
C -0.2026 1.3700 -0.8659 -0.1 -0.3 0.1
O 1.9977 1.2877 -1.8926 -0.1 -0.3 0.2
H 1.7611 -1.3945 -1.5971 0.1 0.0 0.0
H 0.5912 -0.6538 -2.6984 0.0 0.0 0.0
H 0.0532 -1.2809 -1.1312 0.0 -0.1 0.0
H 1.5809 0.4505 -0.0574 -0.1 0.0 0.1
H -0.8557 0.8642 -0.1519 -0.1 0.1 0.0
H -0.7143 1.4370 -1.8271 0.0 0.0 0.0
H -0.0300 2.3797 -0.4926 0.1 0.0 0.0
H 2.3124 2.0433 -1.3956 0.1 0.3 0.0
N -1.5483 -1.6669 1.1133 0.4 -0.3 -0.5
C -0.9532 -0.9569 2.1127 -0.6 -0.3 0.3
N -1.4391 0.1324 2.5520 -0.1 -0.3 0.3
H -1.0897 -2.4705 0.7339 0.1 -0.2 0.1
H -2.5238 -1.6066 0.9055 -0.2 0.5 0.1
H -0.0922 -1.4730 2.5440 0.2 0.1 -0.1
H -0.9712 0.3559 3.4250 0.2 0.4 -0.2
```
Forces are in eV/Å.

LUMO: 0.0308 Eh
frontier orbital gap: 10.3 eV
largest force on an atom: 0.73 eV/Å
energy relative to the best compared isomer or geometry (same formula, charge and spin): 27.47 kcal per mole
structure (SMILES): [H]/N=C/N.CC(C)O
HOMO level: -9.4 eV
total energy: -9370.0025 eV


Formula: C9H13F12N2O21S8SrZr
Source: the OMol25 dataset
Level of theory: ωB97M-V with the def2-TZVPD basis set

The geometry in XYZ format:
```
67
Properties=species:S:1:pos:R:3:forces:R:3
Sr -1.2941 2.0977 -2.1228 1.0 -1.3 1.4
Zr 0.2225 -2.4356 -0.9702 -4.5 -0.8 3.3
S -1.9765 -3.9818 0.1225 0.0 2.2 0.4
O -1.7819 -5.1255 0.9821 0.2 -0.5 -0.4
O -3.3300 -3.5740 -0.0738 -0.2 -0.7 -0.3
O -1.1671 -2.7798 0.6365 0.3 -0.1 1.2
O -1.1885 -4.0443 -1.1919 0.7 -1.2 -1.0
S -1.6384 -1.2572 -2.8205 1.3 -0.6 3.9
O -1.3402 -1.1334 -1.3140 -1.0 1.3 0.2
O -2.9324 -1.7830 -3.0329 -0.2 0.0 -1.2
O -1.3766 0.1083 -3.3088 -0.8 -0.4 -1.7
O -0.4756 -2.2219 -3.0054 0.6 0.1 -2.5
O 0.4126 0.8509 2.0536 0.4 -0.1 -0.1
C 0.3894 0.2928 0.8299 -0.8 -0.8 -1.3
O 0.6591 -0.9381 0.7274 0.3 -0.1 0.4
O 0.0418 0.9864 -0.1475 -0.4 1.3 0.0
H 0.2922 1.8002 1.8862 0.0 0.1 0.1
C 4.3112 -0.7572 -0.0111 -0.9 0.2 -0.2
F 5.5118 -0.3874 -0.3886 0.6 0.0 -0.1
F 4.3810 -1.4590 1.1085 0.2 -0.3 0.3
F 3.5793 0.3110 0.2287 -0.2 0.2 0.0
S 3.6017 -1.8891 -1.3615 -0.6 -1.6 0.8
O 4.4784 -1.7898 -2.4720 0.1 0.8 -0.7
O 3.5497 -3.1899 -0.7765 -0.1 0.0 0.4
N 1.9727 -1.4166 -1.6448 5.2 1.8 -1.8
S 2.1756 -0.0891 -2.6309 -2.1 0.6 0.7
O 0.9995 0.7172 -2.5518 -0.4 -0.2 -0.9
O 3.3511 0.6541 -2.3723 1.4 -0.2 -0.2
C 2.2503 -0.8359 -4.3581 0.3 0.3 0.1
F 3.1621 -0.1574 -5.0487 0.0 0.2 -0.1
F 2.6066 -2.1022 -4.3379 -0.2 -0.3 0.0
F 1.0757 -0.7040 -4.9367 -0.2 0.1 -0.2
C 1.3115 4.7584 -0.9521 0.0 -0.4 0.5
F 2.4775 5.0161 -0.3801 0.0 0.3 -0.2
F 1.0090 5.6647 -1.8699 0.2 0.2 -0.1
F 1.3936 3.5651 -1.5447 -0.1 -0.3 -0.3
S 0.0494 4.7132 0.3810 0.1 -0.9 0.7
O 0.4939 3.8063 1.3845 0.4 -0.9 -0.2
O -0.0971 6.0468 0.8519 -0.4 0.9 -0.8
N -1.2099 4.0859 -0.5019 1.1 1.1 0.5
S -2.5501 4.6446 0.1232 -2.2 0.4 0.1
O -3.7052 4.0364 -0.4807 0.6 -0.6 -1.2
O -2.5826 4.6534 1.5430 0.6 0.4 0.6
C -2.6766 6.4395 -0.4861 -1.4 0.0 1.2
F -3.9457 6.5887 -0.9166 0.4 -0.1 -0.6
F -2.5842 7.2739 0.5462 0.6 0.1 -0.2
F -1.8332 6.7660 -1.4484 0.1 0.0 -0.1
C -4.0671 1.5211 2.0432 1.2 0.3 0.0
S -4.2637 -0.2408 2.3403 -0.1 0.3 0.7
O -4.2014 -0.8459 1.0061 -0.3 -0.3 -0.8
C -2.6368 -0.5556 3.0537 0.3 0.1 -0.1
H -4.7407 1.7905 1.2359 -0.2 0.1 0.2
H -3.0364 1.6720 1.6979 -0.1 -0.1 -0.3
H -4.1196 2.1505 2.9316 -0.6 -0.1 0.0
H -2.2175 0.2675 3.6320 -0.3 0.0 0.1
H -1.9962 -0.7344 2.1863 0.0 -0.1 0.0
H -2.7043 -1.4632 3.6489 0.1 0.0 0.0
C 0.5757 -5.0082 2.5469 -0.6 -0.6 0.2
S 1.7830 -4.8366 1.2443 0.1 0.0 0.3
O 1.3365 -3.6483 0.4451 -0.1 0.1 -0.6
C 3.1042 -4.2331 2.2729 0.7 -0.5 0.1
H -0.1038 -5.8004 2.2406 -0.1 0.2 0.0
H 0.0020 -4.0833 2.6040 0.1 0.1 -0.1
H 1.0176 -5.2819 3.5034 0.3 0.1 -0.1
H 3.5331 -5.1346 2.7245 -0.2 0.1 0.2
H 2.7610 -3.5385 3.0331 -0.1 0.1 -0.1
H 3.9014 -3.8220 1.6630 -0.2 0.2 -0.2
```
Forces are in eV/Å.

LUMO: 0.0361 Eh
total charge: -1
frontier orbital gap: 7.0 eV
largest force on an atom: 5.74 eV/Å
HOMO level: -6.0 eV
total energy: -176937.4391 eV


Formula: C28H39N2O2P2RuS4
Source: the OMol25 dataset
Level of theory: ωB97M-V with the def2-TZVPD basis set

The geometry in XYZ format:
```
78
Properties=species:S:1:pos:R:3:forces:R:3
Ru -0.2403 0.2058 -0.0214 -0.3 0.4 0.0
C 2.6867 1.2200 1.3911 0.0 -0.1 -0.1
N 1.5527 1.9294 0.7830 0.1 -0.1 0.0
C 0.9361 2.7364 1.8537 0.1 0.1 0.0
C -0.4867 3.1999 1.6213 0.0 0.0 0.0
N -1.4246 2.0843 1.5804 0.0 0.1 0.0
C -1.7011 1.5538 2.9156 0.0 0.0 0.1
C -2.6663 2.3731 0.9156 0.1 0.1 0.1
C -3.1993 3.6545 0.9062 0.0 0.0 0.0
C -4.4078 3.9227 0.2784 0.0 0.0 0.0
C -5.0970 2.8860 -0.3337 0.0 0.0 0.0
C -4.5752 1.6027 -0.3109 0.0 0.0 0.0
C -3.3561 1.3143 0.3061 -0.1 -0.1 -0.1
S -2.7139 -0.3172 0.3330 0.0 -0.2 0.0
C 1.9538 2.7477 -0.3468 -0.1 0.0 0.0
C 3.2228 3.3226 -0.3644 0.0 0.1 0.0
C 3.6512 4.1189 -1.4144 0.0 0.0 0.0
C 2.7893 4.3489 -2.4767 0.0 0.0 0.0
C 1.5321 3.7769 -2.4728 -0.1 0.0 0.0
C 1.0745 2.9625 -1.4265 0.0 0.0 0.0
S -0.5323 2.2650 -1.5506 0.3 -0.2 0.1
H 3.3496 1.8991 1.9453 0.0 0.0 0.0
H 3.2544 0.6968 0.6244 0.0 0.0 0.0
H 2.2915 0.4833 2.0891 0.0 0.1 -0.1
H 1.5607 3.6265 2.0305 0.0 0.0 0.1
H 0.9804 2.1274 2.7584 0.0 0.0 0.0
H -0.5559 3.7504 0.6831 0.0 -0.1 0.0
H -0.7317 3.8940 2.4438 0.0 0.0 0.0
H -2.1694 2.3219 3.5493 0.0 0.0 0.0
H -0.7817 1.2094 3.3867 -0.1 0.1 0.0
H -2.3692 0.6989 2.8231 0.0 0.0 0.0
H -2.6567 4.4645 1.3773 0.0 0.0 0.0
H -4.7974 4.9329 0.2619 0.0 0.0 0.0
H -6.0383 3.0755 -0.8351 0.0 0.0 0.0
H -5.1032 0.7896 -0.7934 0.0 0.0 0.0
H 3.8995 3.1488 0.4599 0.0 0.0 0.0
H 4.6456 4.5460 -1.3995 0.0 0.0 0.0
H 3.0991 4.9641 -3.3125 0.0 0.0 0.0
H 0.8585 3.9392 -3.3047 0.0 0.0 0.0
C 3.3362 -0.9887 4.5126 0.0 0.0 0.1
C 2.9044 -2.2597 3.8160 0.0 0.0 0.2
O 2.9116 -2.0421 2.4058 0.2 0.0 -0.1
P 1.5339 -2.1531 1.5900 -0.2 0.0 0.1
S 1.9333 -1.6799 -0.2695 0.2 0.0 -0.2
S 0.0884 -1.0780 2.4107 0.0 -0.2 0.2
O 1.2439 -3.7225 1.8062 0.1 0.0 0.0
C -0.0825 -4.2650 1.8084 -0.1 0.0 0.1
C -0.7546 -4.1718 0.4597 0.0 0.1 -0.1
H 3.3692 -1.1395 5.5936 0.0 0.0 0.0
H 2.6257 -0.1914 4.2949 0.0 0.0 0.0
H 4.3244 -0.6791 4.1739 0.0 0.0 0.0
H 1.9069 -2.5625 4.1476 0.1 0.0 0.0
H 3.5939 -3.0828 4.0127 0.0 0.0 0.0
H -0.6695 -3.7436 2.5685 0.0 0.0 0.0
H 0.0541 -5.3033 2.1159 0.0 0.0 0.0
H -1.0109 -3.1357 0.2243 0.0 0.0 0.0
H -1.6773 -4.7536 0.4711 0.0 0.0 0.0
H -0.1060 -4.5540 -0.3292 0.0 0.0 0.0
C 0.7912 -0.4045 -3.4809 0.0 -0.1 0.0
P -0.5308 -0.9379 -2.3281 -0.2 0.0 -0.3
C -2.0358 -0.3490 -3.1782 0.1 0.0 -0.1
C -0.6138 -2.7330 -2.7107 0.0 0.1 0.1
C 0.5429 -3.4853 -2.9114 0.1 0.0 0.0
C 0.4739 -4.8507 -3.1394 0.0 0.0 0.0
C -0.7560 -5.4945 -3.1682 0.0 0.0 0.0
C -1.9143 -4.7584 -2.9695 0.0 0.0 0.0
C -1.8415 -3.3916 -2.7426 -0.1 0.0 0.1
H 1.7709 -0.6139 -3.0492 0.0 0.0 0.0
H 0.6991 0.6745 -3.6056 0.0 0.0 0.0
H 0.7006 -0.9119 -4.4437 0.0 0.0 0.0
H -2.0975 -0.7542 -4.1900 0.0 0.0 0.0
H -1.9911 0.7399 -3.2097 0.0 0.0 0.0
H -2.9118 -0.6289 -2.5964 0.0 0.0 0.0
H 1.5135 -3.0077 -2.8697 0.0 0.0 0.0
H 1.3865 -5.4143 -3.2842 0.0 0.0 0.0
H -0.8098 -6.5614 -3.3438 0.0 0.0 0.0
H -2.8800 -5.2481 -2.9818 0.0 0.0 0.0
H -2.7556 -2.8393 -2.5639 0.0 0.0 0.0
```
Forces are in eV/Å.

LUMO (alpha / beta): 0.1013 / 0.1004 Eh
total charge: -1
frontier orbital gap (alpha / beta): 6.3 / 6.9 eV
2S+1: 5
largest force on an atom: 0.48 eV/Å
energy relative to the best compared isomer or geometry (same formula, charge and spin): 4.54 kcal per mole
HOMO level (alpha / beta): -3.5 / -4.1 eV
total energy: -101250.2912 eV